This record from OMol25 describes a structure of composition C40H35N6NiO5P. The level of theory is ωB97M-V/def2-TZVPD.

Geometry (Å):
Ni: 0.59259 -0.07530 0.83272
O: 2.97033 -0.05970 -3.09079
C: 3.19072 -1.38797 -3.15008
C: 3.96394 -1.86108 -4.21101
C: 4.22438 -3.20968 -4.33344
C: 3.72383 -4.11936 -3.40291
C: 2.96287 -3.65497 -2.35118
C: 2.68080 -2.29300 -2.20206
C: 1.86669 -1.82360 -1.05898
O: 1.58051 -0.57351 -0.98738
N: 1.48401 -2.72704 -0.16612
N: 0.79606 -2.10437 0.82179
C: 0.33750 -2.76064 1.81180
C: -0.33463 -1.98202 2.86171
C: -0.68587 -2.54930 4.07836
C: -1.25595 -1.74946 5.05389
C: -1.45842 -0.40468 4.78880
C: -1.08212 0.08054 3.54723
N: -0.54954 -0.68312 2.59878
H: 2.44696 0.08799 -2.27030
H: 4.34820 -1.14215 -4.92230
H: 4.82655 -3.56114 -5.16217
H: 3.93158 -5.17592 -3.50277
H: 2.56631 -4.33452 -1.61000
H: 0.47948 -3.83386 1.90540
H: -0.49006 -3.59878 4.25454
H: -1.52419 -2.16728 6.01538
H: -1.87477 0.26462 5.52741
H: -1.20469 1.13059 3.30624
O: 2.07212 1.35991 4.30047
C: 1.92843 1.30019 3.09223
O: 1.98829 0.23657 2.36458
C: 1.63602 2.61767 2.31561
P: 1.50570 2.13297 0.56369
C: 3.24123 2.12487 -0.00298
C: 4.00479 0.96417 0.11839
C: 5.32959 0.95293 -0.29087
C: 5.90738 2.09622 -0.82227
C: 5.16068 3.26048 -0.92913
C: 3.83622 3.27584 -0.51872
C: 0.72642 3.47379 -0.39141
C: -0.17712 4.35974 0.19014
C: -0.89759 5.25380 -0.59265
C: -0.72196 5.27466 -1.96764
C: 0.17765 4.39580 -2.55884
C: 0.88817 3.49825 -1.77915
H: 2.43728 3.33325 2.50067
H: 0.70656 3.04352 2.69647
H: 3.56672 0.07706 0.55239
H: 5.90862 0.04349 -0.19592
H: 6.93953 2.08250 -1.14811
H: 5.60773 4.16000 -1.33248
H: 3.26507 4.19150 -0.60726
H: -0.32246 4.36299 1.26307
H: -1.58989 5.94054 -0.12254
H: -1.27737 5.97638 -2.57644
H: 0.32648 4.40850 -3.63120
H: 1.58567 2.81692 -2.25552
C: -2.80798 -4.88137 -0.98782
C: -3.38447 -3.71267 -0.23679
C: -4.21210 -2.78416 -0.85574
C: -4.71067 -1.68185 -0.17491
C: -4.35805 -1.47072 1.15084
N: -4.77076 -0.33859 1.89526
C: -5.16463 0.91380 1.48973
O: -5.92043 1.58815 2.16017
N: -4.68015 1.39772 0.28198
C: -3.43809 1.18967 -0.33956
C: -3.27644 1.57312 -1.66465
C: -2.06607 1.34047 -2.28730
C: -1.04676 0.73188 -1.57705
N: -1.18673 0.39215 -0.29405
C: -2.34958 0.62329 0.31158
C: -3.55542 -2.40667 1.79404
C: -3.08927 -3.51423 1.10931
H: -3.26026 -4.97755 -1.97406
H: -2.96913 -5.81554 -0.44810
H: -1.73122 -4.76084 -1.12586
H: -4.48089 -2.92142 -1.89654
H: -5.36806 -0.98986 -0.68237
H: -5.02544 -0.50690 2.85616
H: -5.17094 2.23648 0.01229
H: -4.09833 2.03411 -2.19973
H: -1.90652 1.62342 -3.31817
H: -0.08868 0.51401 -2.02556
H: -2.41623 0.33839 1.35038
H: -3.27660 -2.24903 2.83032
H: -2.46318 -4.23107 1.62909

Calculated values
**Gap between HOMO and LUMO (alpha / beta)**: 0.277 / 0.279 Eh
**Spin multiplicity**: 3
**Energy above the lowest of the compared OMol25 structures with the same formula, charge and spin**: 8.0 kcal per mole
**E_tot**: -111561.60625 eV

Atom charges from the Mulliken analysis, given in e for atoms 1 to 2: 1.541 -0.773